# 1
DFT (ωB97M-V with the def2-TZVPD basis set) results for the ion C4H10NS with charge -1 in a non-equilibrium geometry.

Geometry as XYZ:
```
16
Properties=species:S:1:pos:R:3:nbo_charge:R:1
C -0.20 1.41 1.07 -0.435
N -0.44 -0.03 1.54 -0.630
C 0.39 -0.90 0.73 -0.202
C -0.01 -1.12 -0.76 -0.443
C -0.06 0.14 -1.67 -0.550
S -0.41 -0.50 -3.40 -0.745
H 0.84 1.69 0.79 0.187
H -0.47 2.11 1.94 0.168
H -1.00 1.63 0.37 0.216
H -0.10 -0.13 2.48 0.338
H 0.23 -1.95 1.18 0.174
H 1.59 -0.65 0.81 0.123
H -1.03 -1.51 -0.63 0.207
H 0.76 -1.84 -1.15 0.213
H 0.97 0.86 -1.85 0.190
H -1.03 0.79 -1.44 0.187
```

Output
**HOMO-LUMO gap**: 5.711 eV
**SMILES string**: CNCCC[S-]
**M**: 104.20 g mol⁻¹
**Energy relative to the best compared isomer or geometry (same formula, charge and spin)**: 170.6 kJ/mol
**Net charge**: -1

---

# 2
DFT (ωB97M-V with the def2-TZVPD basis set) results for a structure of composition C52H47Br2F4N4O4P2Rb in a non-equilibrium geometry.

Geometry as XYZ:
```
116
Properties=species:S:1:pos:R:3:mulliken_charge:R:1
Rb -0.58 0.32 -0.08 1.336
O 0.67 6.35 3.84 -0.559
C 0.50 5.13 3.27 0.859
C 0.86 3.94 3.91 -0.909
C 0.64 2.76 3.22 -0.416
N 0.11 2.69 2.00 0.256
C -0.22 3.84 1.44 0.043
Br -0.99 3.73 -0.29 -0.073
C -0.05 5.09 2.01 -0.529
H 1.07 6.25 4.71 0.304
H 1.29 3.93 4.90 0.356
H 0.90 1.81 3.68 0.189
H -0.34 5.99 1.49 0.536
F -6.02 -1.86 -5.49 -0.302
C -4.92 -1.22 -5.07 0.574
C -3.99 -0.78 -5.98 0.241
F -4.19 -0.98 -7.28 -0.306
C -2.86 -0.11 -5.54 0.686
F -2.02 0.32 -6.49 -0.340
C -2.60 0.10 -4.20 -1.494
P -1.01 0.79 -3.47 1.951
C 0.14 0.16 -4.76 0.428
C 0.36 -1.22 -4.75 -0.743
C 1.23 -1.81 -5.65 -0.623
C 1.90 -1.03 -6.59 -0.615
C 1.68 0.34 -6.62 -0.724
C 0.80 0.92 -5.72 -0.347
C -1.27 2.58 -3.88 0.512
C -2.57 3.11 -3.88 -0.704
C -2.80 4.48 -3.96 -0.758
C -1.74 5.37 -4.03 -0.640
C -0.44 4.87 -4.01 -0.952
C -0.22 3.50 -3.93 -0.125
C -3.59 -0.33 -3.31 0.588
Br -3.48 0.08 -1.47 -0.127
C -4.73 -0.99 -3.73 0.164
F -5.67 -1.40 -2.88 -0.368
H -0.13 -1.84 -4.00 0.254
H 1.40 -2.88 -5.61 0.458
H 2.59 -1.49 -7.29 0.385
H 2.17 0.96 -7.36 0.412
H 0.60 1.98 -5.80 0.495
H -3.42 2.44 -3.83 0.321
H -3.82 4.84 -3.96 0.419
H -1.92 6.43 -4.09 0.390
H 0.40 5.55 -4.06 0.414
H 0.81 3.15 -3.90 0.432
C 4.94 0.59 0.68 -1.766
C 3.93 1.27 1.61 1.957
C 4.57 2.47 2.31 -1.598
C 3.32 0.30 2.63 -0.360
C 4.29 -0.73 3.24 -0.677
O 3.86 -1.99 2.68 -0.483
C 2.67 -1.74 2.08 0.112
N 2.27 -0.53 2.00 0.329
C 1.97 -2.95 1.58 -0.355
C 2.77 -3.96 1.06 -0.531
C 2.20 -5.13 0.58 -0.904
C 0.83 -5.30 0.67 -0.772
C 0.03 -4.30 1.22 -0.624
C 0.57 -3.10 1.66 0.748
P -0.46 -1.73 2.37 1.025
C -0.23 -1.99 4.17 -0.094
C -0.08 -3.24 4.76 -0.403
C 0.06 -3.35 6.14 -0.721
C 0.05 -2.21 6.94 -0.518
C -0.10 -0.96 6.36 -0.676
C -0.23 -0.85 4.98 -0.223
C -2.18 -2.34 2.11 0.802
C -3.11 -2.45 3.14 -0.968
C -4.44 -2.78 2.87 -0.858
C -4.85 -2.99 1.57 -0.640
C -3.94 -2.89 0.53 -1.006
C -2.62 -2.56 0.80 -0.595
H 5.04 1.14 -0.26 0.361
H 4.65 -0.44 0.43 0.297
H 5.93 0.56 1.14 0.444
H 3.09 1.63 1.01 -0.424
H 5.32 2.13 3.03 0.326
H 3.82 3.06 2.85 0.351
H 5.07 3.13 1.60 0.428
H 2.87 0.90 3.43 0.288
H 4.20 -0.80 4.32 0.278
H 5.33 -0.58 2.98 0.283
H 3.84 -3.81 1.00 0.503
H 2.82 -5.89 0.14 0.388
H 0.37 -6.21 0.32 0.418
H -1.04 -4.47 1.28 0.509
H -0.06 -4.13 4.15 0.415
H 0.18 -4.32 6.59 0.428
H 0.16 -2.30 8.01 0.378
H -0.11 -0.07 6.97 0.433
H -0.36 0.12 4.51 0.366
H -2.80 -2.29 4.17 0.324
H -5.14 -2.87 3.69 0.472
H -5.89 -3.25 1.36 0.402
H -4.25 -3.06 -0.50 0.486
H -1.91 -2.49 -0.03 1.040
N 1.48 1.40 -1.84 0.307
C 2.59 0.54 -2.30 -0.688
C 2.58 -0.86 -1.69 0.866
C 1.35 -1.79 -1.77 0.319
O 1.60 -3.00 -1.80 -0.823
O 0.20 -1.24 -1.72 -0.418
H 1.67 2.39 -1.99 0.261
H 1.37 1.28 -0.85 -0.756
H 3.56 0.98 -2.06 0.513
H 2.55 0.48 -3.39 0.298
H 2.78 -0.77 -0.62 -1.228
H 3.41 -1.42 -2.11 0.570
C -4.92 0.99 3.19 -1.021
C -3.63 0.99 2.49 0.222
N -2.64 0.97 1.92 -0.013
H -5.21 -0.05 3.39 0.197
H -5.68 1.46 2.57 0.325
H -4.84 1.53 4.13 0.326
```

Output
**HOMO-LUMO gap**: 7.300 eV
**M**: 1175.19 g mol⁻¹
**Energy relative to the best compared isomer or geometry (same formula, charge and spin)**: 132.7 kJ/mol

---

# 3
DFT (ωB97M-V with the def2-TZVPD basis set) results for a structure of composition C3H10O2Sb in a non-equilibrium geometry.

Geometry as XYZ:
```
16
Properties=species:S:1:pos:R:3:nbo_charge:R:1
C -0.66 2.33 -1.13 -0.730
C -1.24 0.95 -1.21 0.823
O -2.39 0.83 -1.43 -0.597
O -0.42 -0.07 -1.04 -0.561
C -0.63 -0.71 0.26 -0.447
Sb 1.30 -1.57 1.01 0.900
H -0.73 2.75 -2.12 0.223
H -1.25 2.93 -0.48 0.226
H 0.37 2.34 -0.81 0.228
H -0.89 0.07 0.97 0.154
H -1.45 -1.42 0.23 0.170
H 2.08 -1.20 -0.54 -0.260
H 0.88 -3.19 0.42 -0.286
H 0.50 -1.98 2.54 -0.284
H 1.70 0.07 1.63 -0.303
H 2.83 -2.14 1.71 -0.256
```

Output
**HOMO-LUMO gap**: 7.229 eV
**M**: 199.87 g mol⁻¹
**Net charge**: -1

---

# 4
DFT (ωB97M-V with the def2-TZVPD basis set) results for a structure of composition C21H45MnOP3S in a non-equilibrium geometry.

Geometry as XYZ:
```
72
Properties=species:S:1:pos:R:3:mulliken_charge:R:1
Mn 0.24 0.51 -0.35 0.652
P 1.79 1.34 1.10 0.806
P -1.51 1.67 0.50 0.716
P 0.84 1.65 -2.21 0.663
H -0.77 -1.42 1.48 0.157
C -0.41 -1.42 0.45 -0.782
C 1.01 -1.51 0.25 -0.651
H 1.65 -1.65 1.13 0.437
C 1.81 0.59 2.76 -1.019
C 1.79 3.12 1.57 -1.350
C 3.49 1.11 0.49 -1.171
C -3.11 1.03 -0.07 -1.230
C -1.68 1.67 2.32 -1.108
C -1.59 3.47 0.14 -1.304
C 2.16 0.77 -3.13 -0.980
C 1.61 3.31 -1.99 -1.358
C -0.55 2.09 -3.31 -1.199
H -1.15 -1.80 -0.28 0.442
H 1.44 -1.89 -0.69 0.308
H 1.71 -0.49 2.73 0.181
H 0.98 0.98 3.37 0.225
H 2.76 0.85 3.24 0.564
H 0.91 3.35 2.19 0.395
H 1.81 3.78 0.71 0.327
H 2.69 3.28 2.18 0.519
H 3.67 0.06 0.22 0.368
H 4.18 1.38 1.31 0.514
H 3.70 1.74 -0.38 0.340
H -3.90 1.74 0.18 0.482
H -3.32 0.07 0.43 0.365
H -3.10 0.86 -1.15 0.281
H -2.46 2.39 2.60 0.586
H -0.74 1.96 2.81 0.200
H -1.95 0.67 2.67 0.213
H -2.47 3.88 0.66 0.551
H -1.69 3.65 -0.94 0.312
H -0.70 3.99 0.51 0.316
H 2.33 1.28 -4.10 0.487
H 1.88 -0.28 -3.30 0.194
H 3.08 0.80 -2.54 0.340
H 1.85 3.70 -3.00 0.533
H 2.53 3.25 -1.40 0.374
H 0.89 4.00 -1.51 0.388
H -0.24 2.00 -4.36 0.434
H -0.85 3.13 -3.12 0.449
H -1.43 1.44 -3.15 0.246
C -0.77 -2.48 -4.38 0.954
C -1.78 -2.44 -5.37 -0.486
C -1.79 -3.36 -6.42 -0.583
C -0.78 -4.33 -6.52 -0.348
C 0.21 -4.38 -5.54 -0.593
C 0.24 -3.45 -4.49 -0.316
S -0.84 -1.23 -3.11 0.107
H -0.16 -1.57 -1.94 -0.085
H -2.53 -1.65 -5.31 0.391
H -2.60 -3.31 -7.15 0.423
H -0.79 -5.03 -7.36 0.442
H 0.99 -5.15 -5.60 0.422
H 1.07 -3.45 -3.78 0.372
C -0.80 -1.68 6.46 -0.565
C -0.52 -2.92 5.60 -0.632
C -0.52 -2.42 4.15 -0.256
O -0.82 -1.00 4.13 -0.136
C -1.12 -0.55 5.46 -0.541
H -1.61 -1.83 7.19 0.317
H 0.12 -1.41 7.00 0.247
H -1.30 -3.68 5.73 0.273
H 0.44 -3.37 5.84 0.276
H 0.47 -2.56 3.68 0.154
H -1.27 -2.93 3.53 0.329
H -2.19 -0.28 5.50 0.317
H -0.54 0.36 5.65 0.307
```

Output
**HOMO-LUMO gap (spin up / spin down)**: 5.495 / 3.428 eV
**M**: 493.52 g mol⁻¹
**Net charge**: +3
**Spin multiplicity**: 5

---

# 5
DFT (ωB97M-V with the def2-TZVPD basis set) results for the molecule C7H10.

Geometry as XYZ:
```
17
Properties=species:S:1:pos:R:3:nbo_charge:R:1
C -1.05 2.44 0.23 -0.247
C -0.78 1.27 0.22 0.001
C -0.45 -0.14 0.13 -0.151
C 0.98 -0.52 0.50 -0.370
C 2.03 0.38 -0.13 -0.610
C -1.13 -0.89 -1.00 -0.393
C -1.54 -1.14 0.42 -0.392
H -1.29 3.48 0.22 0.237
H 1.15 -1.56 0.20 0.202
H 1.08 -0.50 1.59 0.206
H 1.91 0.43 -1.22 0.206
H 3.05 0.02 0.09 0.211
H 1.95 1.40 0.26 0.216
H -1.80 -0.31 -1.63 0.226
H -0.55 -1.65 -1.52 0.216
H -1.23 -2.08 0.88 0.217
H -2.50 -0.77 0.75 0.226
```

Output
**HOMO-LUMO gap**: 10.452 eV
**SMILES string**: C#CC1(CC)CC1
**M**: 94.16 g mol⁻¹
**Energy relative to the best compared isomer or geometry (same formula, charge and spin)**: 230.8 kJ/mol

---

# 6
DFT (ωB97M-V with the def2-TZVPD basis set) results for a structure of composition C5H12NS in a non-equilibrium geometry.

Geometry as XYZ:
```
19
Properties=species:S:1:pos:R:3:nbo_charge:R:1
C 3.21 -0.81 -0.20 -0.656
C 2.05 0.16 -0.38 -0.100
C -1.66 0.12 0.98 -0.006
C -2.78 -0.31 -0.94 -0.441
C 1.46 0.87 0.56 -0.389
N -1.96 -0.82 0.13 -0.507
S -0.13 1.64 0.17 0.194
H 3.88 -0.66 -1.10 0.253
H 3.64 -0.61 0.82 0.236
H 1.54 0.24 -1.37 0.202
H -1.09 -0.20 1.95 0.254
H 2.78 -1.83 -0.31 0.242
H -2.32 0.90 1.01 0.209
H -2.40 0.67 -1.42 0.216
H -2.82 -1.05 -1.82 0.240
H -3.71 -0.19 -0.52 0.219
H 1.79 0.76 1.54 0.223
H -1.47 -1.60 -0.12 0.420
H 0.00 2.73 1.03 0.192
```

Output
**HOMO-LUMO gap**: 9.475 eV
**M**: 118.22 g mol⁻¹
**Energy relative to the best compared isomer or geometry (same formula, charge and spin)**: 272.9 kJ/mol
**Net charge**: +1

---

no.,energy (Eh)
1,-611.3008
2,-8784.0332
3,-510.8592
4,-3474.5669
5,-272.6301
6,-650.3108